23
Properties=species:S:1:pos:R:3 method="wB97M-V/def2-TZVPD" fmax_ev_per_a=4.8 total_charge=-1 e_tot_ha=-973.219679
C -3.5216 0.2648 -1.6576
C -2.6729 0.2084 -0.6276
C -2.6826 1.3014 0.6024
O -1.8158 2.1782 0.5217
O -3.6765 1.1298 1.3332
C -1.6933 -0.9852 -0.3499
S -2.3455 -2.4329 -0.1634
C -0.2486 -0.6315 -0.0744
C 0.2751 0.4869 -0.6659
C 1.5691 0.9069 -0.3119
C 2.3844 0.0004 0.4547
C 3.8006 0.3014 0.7253
C 1.8087 -1.1751 0.9702
C 0.4774 -1.4671 0.7347
H -4.3667 0.7930 -1.8544
H -3.5759 -0.5860 -2.4527
H -0.4041 0.9665 -1.2902
H 2.0730 1.8092 -0.6622
H 4.0143 1.0727 -0.0622
H 4.0336 0.5496 1.6862
H 4.3844 -0.5249 0.5316
H 2.4101 -1.9804 1.3650
H -0.2272 -2.1862 1.2477